The following is a DFT calculation (ωB97M-V with the def2-TZVPD basis set) of a structure of composition C33H44CuFI2N3O3.

The geometry in XYZ format:
```
87
Properties=species:S:1:pos:R:3:forces:R:3
H 1.309975 -4.933947 -3.239907 -1.0 -0.1 0.8
H 5.247147 3.305384 3.567413 0.1 0.4 0.2
H 4.127695 3.022834 0.726339 -0.9 0.2 0.8
H 2.969090 6.168328 3.355503 0.8 -0.7 0.0
C 1.008288 -3.712609 -0.348576 0.8 0.6 -0.5
C -2.064827 -2.361311 0.721161 -2.3 -1.1 2.4
C -1.359058 1.191108 1.205653 2.3 0.5 0.2
H 2.179878 3.203455 -0.673679 0.1 0.0 1.1
H 5.630871 6.204128 3.172589 -0.8 -0.6 0.6
C -2.927579 -1.262081 2.869308 0.1 0.6 -0.2
H -0.089342 -5.417805 -2.111502 0.6 0.6 -0.5
H -4.469938 4.286450 -3.159663 -0.1 0.5 1.1
H -3.171072 -4.226455 0.256911 -0.4 0.7 0.9
H -1.427362 -2.442955 -0.186611 -0.5 0.3 0.9
I 2.661436 0.291810 4.147158 0.8 0.1 -1.2
H -1.064320 -3.198547 -3.858689 0.3 -1.1 0.2
C -3.715212 3.893175 0.302814 -1.8 -0.2 0.4
H 5.830668 0.719719 2.050705 -0.7 -1.0 0.1
H -3.604292 4.995607 0.452115 0.3 -1.1 -0.2
N -3.876512 -2.189861 3.132785 1.8 -0.1 -2.5
H -4.022387 5.617313 -1.990392 -0.3 -1.1 0.1
H 3.085881 4.398901 3.725549 0.4 0.8 -0.6
C -5.225149 -4.115799 -5.084048 0.1 0.3 -0.3
C 0.583313 -0.429140 1.395130 -0.9 0.8 -0.4
C 3.260283 3.435241 1.334031 1.6 0.1 -1.5
C 1.095385 -1.910194 1.653308 0.9 0.7 -0.7
H 0.101935 -4.006924 0.242280 0.8 0.2 -0.7
H 3.240903 2.824693 2.275303 -0.3 0.8 -0.8
C 5.066636 5.388811 3.706901 -0.8 0.1 0.5
H -2.240307 -5.511886 -2.965994 0.2 0.3 -1.1
H 0.265304 -2.599136 1.946573 0.7 0.8 -0.1
C -2.827351 1.756642 1.200751 2.9 0.4 -0.1
H 2.964243 5.600353 0.990629 0.6 -0.3 0.8
C -1.266584 3.576679 0.697432 -0.1 -1.8 0.6
C -1.952825 -1.247222 1.714638 -0.1 -1.5 -1.7
C -2.996933 -4.908351 -4.971176 0.1 -1.2 0.3
C 0.349732 -4.607881 -2.749487 -0.1 1.2 -0.5
C 3.580325 5.248616 3.168287 1.0 0.3 -0.6
C 0.685898 -3.339092 -1.857106 0.2 -1.1 0.2
C -3.095287 -3.381073 0.979977 2.0 3.1 0.7
O -0.965628 4.711181 0.458093 0.0 -0.8 0.0
H 6.514879 4.064914 4.290576 -0.3 -0.1 -0.6
H -0.116919 -2.554446 -1.954589 0.8 -0.7 0.2
C 1.971182 3.273004 0.431662 -0.8 0.1 0.8
N 5.850672 4.129495 3.509606 -0.3 0.2 0.4
C 3.683752 0.140593 2.233149 1.1 -0.3 -1.6
H 1.702615 -1.618280 -0.444857 -0.1 -0.8 0.8
C 3.024743 0.333858 1.041588 -0.9 0.0 2.5
C 1.054473 2.070854 0.805997 -1.8 -1.1 0.5
Cu 3.527754 -2.507521 -1.470958 -0.1 0.8 0.2
H -5.226658 -4.847090 -5.940084 0.1 0.6 0.9
C 1.523924 0.688255 1.085750 -1.6 -0.4 -0.7
H -5.649089 4.826640 -1.903659 1.0 -0.3 0.1
C -0.901200 -0.182968 1.453681 0.5 1.5 0.2
H 1.634166 -2.856883 -2.285504 -0.8 -0.2 0.2
H -2.852488 -0.403044 3.592559 0.0 -1.1 -0.8
F -4.728663 2.303990 -1.254952 0.7 1.2 0.0
H 4.999417 5.625746 4.804695 0.1 0.1 -1.0
I 4.046008 0.180330 -0.871124 -0.4 -0.2 0.8
O -4.041257 -4.231938 -4.253703 0.1 -0.5 -0.9
H -5.216010 -3.078384 -5.520924 -0.4 -1.0 0.4
C -0.412832 2.282340 0.899828 0.3 -2.2 0.4
C -0.664751 -4.251983 -3.918617 0.2 -0.8 -0.6
H -0.108206 -4.312714 -4.903309 -0.6 0.2 1.0
C -3.951701 3.495241 -1.202543 0.9 0.9 0.0
O -3.836655 1.147267 1.434801 0.5 0.4 -0.2
C 3.658848 4.969443 1.604582 -0.6 -1.0 0.3
H -4.751276 -3.965173 2.368211 0.9 1.0 -0.1
C -3.952864 -3.189608 2.199638 0.2 -0.6 -0.7
N -2.605348 3.121541 0.911289 -1.4 0.3 -0.9
C -1.822637 -5.320182 -3.999897 -0.3 0.5 -0.1
H -6.130171 -4.333421 -4.462301 0.8 0.5 -0.5
H 1.882722 -1.926790 2.459301 -1.1 0.1 -0.7
H 5.481357 -1.039728 1.604352 -0.3 0.9 0.5
C -4.560613 4.636444 -2.090599 -0.3 -0.6 -0.5
H 1.358931 4.215158 0.563645 0.5 -1.2 -0.2
H -2.628430 -4.325034 -5.863897 -0.3 -0.3 0.9
H 2.872597 -2.676644 0.436390 -1.0 0.0 0.4
H 1.720396 -4.580132 -0.350238 -0.8 0.5 0.1
H -4.647485 3.595314 0.872585 1.0 0.4 -0.6
H -1.428901 -6.309918 -4.359404 -0.1 1.0 0.3
H -2.932174 3.234941 -1.625752 -1.1 0.1 0.3
H -3.439381 -5.875224 -5.357773 0.5 0.9 0.2
H 5.537601 -0.497097 3.337055 -0.5 0.2 -1.0
C 1.753240 -2.470178 0.303110 -0.6 0.3 -0.3
H 4.704500 5.180389 1.236549 -1.1 -0.4 0.4
C 5.219010 -0.199534 2.301578 -0.3 0.3 0.6
```
Positions in Å, forces in eV/Å.

Calculated values
2S+1: 2
Gap between HOMO and LUMO (spin up / spin down), eV: 5.9 / 3.2
Charge: +2

---

The following is a DFT calculation (ωB97M-V with the def2-TZVPD basis set) of an isolated molecule of C2H2OS2.

The geometry in XYZ format:
```
7
Properties=species:S:1:pos:R:3:forces:R:3
H -1.018810 -1.501453 0.070761 -0.2 0.2 0.5
C -0.404464 -0.625671 -0.083300 -0.6 -2.4 -2.9
H 0.631969 1.039124 0.404050 0.4 0.8 1.3
S 0.062617 -0.519955 -1.699041 -0.4 0.3 3.0
S 1.243563 0.963704 -1.630606 1.4 1.0 -2.3
C -0.009661 0.325974 0.911206 -1.4 -0.2 0.8
O -0.505214 0.318277 2.026928 0.8 0.3 -0.5
```
Positions in Å, forces in eV/Å.

Calculated values
Gap between HOMO and LUMO (spin up / spin down), eV: 6.8 / 6.8
Relative energy (zero: lowest compared OMol25 entry of this formula, charge and spin), kcal per mole: 39.83

---

The following is a DFT calculation (ωB97M-V with the def2-TZVPD basis set) of an isolated molecule of C5H4N2OS.

The geometry in XYZ format:
```
13
Properties=species:S:1:pos:R:3:forces:R:3
H -1.442846 -0.032632 1.261233 0.1 -0.1 0.1
H 1.329403 -1.002586 0.884713 0.1 -0.1 0.2
N 1.407425 0.474347 -2.061269 -0.9 -0.1 0.7
C -1.225609 0.375307 0.292094 1.2 -0.6 0.1
H 2.995629 -0.646172 -1.233677 0.2 0.0 0.0
N -0.004649 0.172994 -0.302489 -2.9 0.7 1.0
H -3.055482 1.403686 -0.243317 -0.2 0.0 0.1
C 0.086631 0.769748 -1.524813 -0.4 0.9 -1.2
C 1.158682 -0.465686 -0.023739 2.4 -0.6 -0.8
C -2.051747 1.111928 -0.473345 -0.5 0.2 0.1
O 1.864700 0.851845 -3.162497 0.1 0.2 -0.4
S -1.350158 1.598238 -1.990682 0.4 0.3 -1.0
C 2.000096 -0.275388 -1.094847 0.5 -0.9 1.1
```
Positions in Å, forces in eV/Å.

Calculated values
2S+1: 3
Gap between HOMO and LUMO (spin up / spin down), eV: 5.3 / 7.7
Relative energy (zero: lowest compared OMol25 entry of this formula, charge and spin), kcal per mole: 19.53